Density functional theory data (the ωB97M-V functional and the def2-TZVPD basis) for a structure of composition C12H14BF4IN2Ni.

* ΔE to the lowest compared entry with this formula, charge and spin: 0.0 kcal/mol
* multiplicity: 3
* HOMO-LUMO gap (alpha / beta): 7.74 / 7.31 eV
* E_HOMO (alpha / beta): -9.347 / -9.275 eV

The geometry in XYZ format:
```
35
Properties=species:S:1:pos:R:3:forces:R:3
C 1.96695 2.67468 1.15774 -0.4 -0.1 0.6
C 2.70005 1.66046 0.29720 0.9 0.7 1.1
H 1.36745 3.39777 0.59030 0.2 -0.2 0.1
H 2.73554 3.22804 1.72500 -0.4 -0.1 -0.2
H 1.36902 2.11796 1.90072 0.1 0.7 -0.5
H 2.14062 1.10423 -0.46396 0.9 -0.3 0.1
H 3.52110 2.17012 -0.18602 0.1 -0.1 -0.7
H 3.13181 0.90894 0.96443 -0.2 -0.2 -0.2
C -2.22770 1.70873 -1.03166 0.1 -0.5 -0.5
C -3.57497 1.38394 -1.12056 0.4 -0.2 0.0
C -3.90986 0.14378 -1.66616 -0.6 0.3 0.1
C -2.93795 -0.76930 -2.02752 1.1 0.0 0.0
H -1.87253 2.63793 -0.60640 -0.1 0.1 -0.2
H -4.31037 2.08983 -0.74116 0.1 -0.3 -0.2
H -4.95564 -0.13688 -1.75455 0.1 0.1 0.0
H -3.15581 -1.78142 -2.37823 -0.2 0.5 0.2
N -1.27338 0.86270 -1.44526 -1.2 -0.7 0.4
C -1.59878 -0.39697 -1.84462 -1.4 1.7 0.4
C -0.50042 -1.31846 -1.76277 2.0 -1.1 0.2
N 0.66317 -0.77639 -1.27153 -0.2 -1.8 -0.4
C 1.63865 -1.61575 -0.87746 -0.3 0.5 -0.1
C 0.39274 -3.54495 -1.58654 0.7 0.5 0.4
C 1.50872 -2.99443 -0.95013 0.0 -0.3 -0.2
H 2.53741 -1.15487 -0.46350 -0.4 -0.2 -0.1
H 2.30266 -3.60136 -0.51153 -0.3 0.1 -0.3
C -0.61765 -2.68897 -2.00035 -0.2 0.5 -0.1
H -1.51400 -3.06362 -2.49540 0.3 0.0 0.3
H 0.32377 -4.61510 -1.73688 -0.1 0.1 0.0
Ni 0.66558 1.18169 -1.19966 -1.2 -0.2 0.5
I 0.74594 3.27359 -2.37630 0.3 0.8 -0.7
F 1.40319 -1.20568 1.73280 -0.5 0.4 0.1
B 0.52212 -0.42932 2.57368 0.6 -0.1 0.7
F 1.28582 0.68196 3.07379 -0.6 -0.9 -0.2
F -0.56876 0.05606 1.79173 0.5 -0.2 0.0
F 0.09841 -1.21803 3.65635 0.0 0.4 -0.8
```
Forces are in eV/Å.

Density functional theory data (the ωB97M-V functional and the def2-TZVPD basis) for a structure of composition C12H14Br2N3O6P2V.

* total charge: +4
* ΔE to the lowest compared entry with this formula, charge and spin: 0.0 kcal/mol
* multiplicity: 1
* HOMO-LUMO gap (alpha / beta): 4.50 / 4.50 eV
* E_HOMO (alpha / beta): -21.124 / -21.124 eV

The geometry in XYZ format:
```
40
Properties=species:S:1:pos:R:3:forces:R:3
V -0.03532 -0.19138 0.07572 -0.1 0.0 0.3
Br -1.65170 -2.54832 5.85202 0.0 0.0 0.0
C -1.19974 -1.89919 4.22575 0.0 0.0 0.1
C -2.12770 -1.11827 3.48293 0.0 0.0 -0.1
C -1.76669 -0.63765 2.26659 -0.1 0.0 0.1
N -0.52397 -0.92234 1.73270 0.1 0.1 -0.2
C 0.39629 -1.66310 2.45380 0.0 0.0 0.1
C 0.08981 -2.14794 3.68710 0.0 0.0 -0.1
C 1.67170 -1.75796 1.73700 0.0 -0.1 0.0
C 2.76175 -2.45617 2.15880 0.0 0.0 0.0
C 3.93829 -2.45673 1.37319 0.0 0.0 0.0
Br 5.41323 -3.37609 1.91666 0.0 0.0 0.0
C 3.93180 -1.73141 0.17208 0.0 0.0 0.0
C 2.80138 -1.06691 -0.21695 0.0 0.0 0.0
N 1.66143 -1.06172 0.53845 0.0 0.0 0.0
H -3.11266 -0.90569 3.87985 0.0 0.0 0.0
H -2.44026 -0.03575 1.66487 0.0 0.0 0.0
H 0.81057 -2.71134 4.26484 0.0 0.0 0.0
H 2.74219 -3.00671 3.09003 0.0 0.0 0.0
H 4.81164 -1.69276 -0.45730 0.0 0.0 0.0
H 2.78201 -0.51163 -1.14106 0.0 0.0 0.0
N -2.54127 2.05179 -3.00165 0.0 0.0 0.0
C -1.14603 1.88751 -2.41209 0.0 0.0 0.0
C -0.12468 2.65918 -3.26346 0.0 0.0 0.0
P -0.65685 0.11463 -2.34797 0.0 0.0 -0.1
O -1.05561 -0.46454 -3.69859 0.0 0.0 0.0
O 0.75689 0.00390 -1.79090 0.0 0.0 0.0
O -1.38150 -0.53892 -1.07926 0.1 0.0 0.1
P -1.31517 2.48271 -0.63149 0.0 0.1 -0.1
O -0.62270 3.85126 -0.62032 0.0 0.0 0.0
O -0.23281 1.49287 0.18591 0.0 -0.1 0.0
O -2.67171 2.21860 -0.18234 0.0 0.0 0.0
H -2.66956 1.51524 -3.87043 0.0 0.0 0.0
H -2.70160 3.03866 -3.25231 0.0 0.0 0.0
H -3.28048 1.79580 -2.32705 0.0 0.0 0.0
H -0.09993 2.28227 -4.28815 0.0 0.0 0.0
H 0.87437 2.57245 -2.83643 0.0 0.0 0.0
H -0.38025 3.71995 -3.28262 0.0 0.0 0.0
H -0.85338 -1.34956 -4.06469 0.0 0.0 0.0
H -0.85177 4.56523 0.00678 0.0 0.0 0.0
```
Forces are in eV/Å.

| no. | DFT total energy (eV) |
| --- | --- |
| 1 | -76348.0447 |
| 2 | -213738.0874 |